Entry 1:
Density functional theory data (ωB97M-V/def2-TZVPD) for an isolated molecule of C4H9N3 in a non-equilibrium geometry.

The geometry in XYZ format:
```
16
Properties=species:S:1:pos:R:3:mulliken_charge:R:1
C 1.03198 -0.47602 -1.20845 -1.05
C 0.68204 -0.49394 0.33195 0.00
N 0.41583 -1.78664 0.80264 -0.70
N -0.51078 0.29008 0.58630 -0.08
C -0.44804 1.73458 0.41879 -1.00
C -1.68556 -0.21780 -0.04901 0.33
N -2.67496 -0.50910 -0.50128 -0.48
H 0.16005 -0.77361 -1.86791 0.29
H 2.04995 -0.97767 -1.45146 0.32
H 1.06218 0.62782 -1.49701 0.30
H 1.36532 0.01173 1.05762 0.48
H 0.22939 -1.71208 1.76738 0.29
H -0.40773 -2.16601 0.45534 0.28
H 0.48113 2.29189 0.68734 0.33
H -0.59445 2.01465 -0.67664 0.32
H -1.15635 2.14210 1.14439 0.35
```

Output
* structure (SMILES): C[C@H](N)N(C)C#N
* HOMO-LUMO gap: 10.53 eV
* F_max: 6.1 eV/A
* charge: 0
* energy relative to the best compared isomer or geometry (same formula, charge and spin): 45.5 kcal/mol
* spin multiplicity: 1
* DFT total energy: -322.01777 hartree

---

Entry 2:
Density functional theory data (ωB97M-V/def2-TZVPD) for a cluster of 12 separate species, H24O12 in total.

The geometry in XYZ format:
```
36
Properties=species:S:1:pos:R:3:mulliken_charge:R:1
O -1.61366 2.80638 -2.74198 -0.61
H -2.16099 2.30102 -3.34305 0.30
H -1.14785 2.14612 -2.22884 0.32
O 3.77787 -0.07343 -4.40190 -0.63
H 4.65498 0.29847 -4.30913 0.31
H 3.37330 0.04877 -3.54305 0.32
O 0.01544 -0.28726 -0.50332 -0.64
H -0.37278 -0.20938 0.36814 0.32
H 0.84152 0.19235 -0.44176 0.30
O 2.38547 4.17164 -2.66437 -0.62
H 3.06413 4.42340 -3.29068 0.31
H 2.71097 3.36239 -2.27018 0.31
O -0.25292 -2.30171 4.11227 -0.64
H -0.40306 -3.10849 4.60499 0.31
H 0.61073 -2.41931 3.71665 0.32
O -4.60488 -0.01018 1.04976 -0.64
H -4.31479 -0.55579 0.31875 0.32
H -5.08866 -0.60881 1.61883 0.31
O 3.70397 1.00340 -0.89328 -0.57
H 4.41173 1.38816 -1.41028 0.29
H 4.01597 1.04699 0.01059 0.29
O -1.88254 1.79960 2.23795 -0.61
H -1.86452 1.58158 3.16982 0.31
H -2.65768 1.35012 1.90127 0.31
O -3.05981 -3.77241 1.53010 -0.62
H -2.28082 -3.31038 1.83985 0.32
H -2.72020 -4.56977 1.12375 0.30
O -3.29306 -1.26662 -2.20233 -0.61
H -3.33229 -0.54735 -2.83268 0.30
H -2.40162 -1.60629 -2.28096 0.31
O 1.46868 2.21673 4.19009 -0.64
H 0.62876 1.95992 3.80955 0.32
H 1.53366 3.15582 4.01654 0.32
O 2.14762 -3.46559 0.29218 -0.62
H 2.24125 -4.29621 -0.17421 0.31
H 1.86600 -2.84393 -0.37898 0.32
```

Output
* structure (SMILES): O.O.O.O.O.O.O.O.O.O.O.O
* HOMO-LUMO gap: 11.01 eV
* F_max: 0.6 eV/A
* charge: 0
* energy relative to the best compared isomer or geometry (same formula, charge and spin): 57.6 kcal/mol
* spin multiplicity: 1
* DFT total energy: -917.23356 hartree

---

Entry 3:
Density functional theory data (ωB97M-V/def2-TZVPD) for a structure of composition BH3OS in a non-equilibrium geometry.

The geometry in XYZ format:
```
6
Properties=species:S:1:pos:R:3:mulliken_charge:R:1
B -0.58564 -0.11936 0.90162 0.03
O 1.47235 -0.01280 -1.58967 -0.33
S 0.41676 0.63871 -0.49504 -0.08
H -0.93797 -1.29539 1.08595 0.00
H 1.15257 0.75115 -2.01308 0.35
H -1.51808 0.03768 2.11021 0.03
```

Output
* HOMO-LUMO gap: 9.10 eV
* F_max: 6.0 eV/A
* charge: 0
* energy relative to the best compared isomer or geometry (same formula, charge and spin): 136.4 kcal/mol
* spin multiplicity: 1
* DFT total energy: -499.90841 hartree

---

Entry 4:
Density functional theory data (ωB97M-V/def2-TZVPD) for a cluster of 2 separate species, C2H4N2Se in total in a non-equilibrium geometry.

The geometry in XYZ format:
```
9
Properties=species:S:1:pos:R:3:mulliken_charge:R:1
C -0.81304 -1.78807 0.26072 -0.54
C 1.18179 1.12725 -0.30639 -0.45
N -0.88479 2.17134 0.25748 -0.63
N 0.10802 1.69578 0.00373 0.55
Se -2.10962 -0.67812 -0.09323 -0.04
H -0.70240 -2.25055 1.23341 0.27
H -0.04740 -2.05203 -0.45635 0.28
H 1.28333 0.72942 -1.29787 0.31
H 1.98411 1.04497 0.39850 0.25
```

Output
* HOMO-LUMO gap (spin up / spin down): 8.05 / 8.05 eV
* F_max: 2.4 eV/A
* charge: 0
* energy relative to the best compared isomer or geometry (same formula, charge and spin): 39.5 kcal/mol
* spin multiplicity: 1
* DFT total energy: -2589.42274 hartree

---

Entry 5:
Density functional theory data (ωB97M-V/def2-TZVPD) for an isolated molecule of C4H8N2O2 in a non-equilibrium geometry.

The geometry in XYZ format:
```
16
Properties=species:S:1:pos:R:3:mulliken_charge:R:1
H -1.73180 0.12353 1.54647 0.30
N -0.80141 0.09632 1.93931 -0.82
C 0.10934 -0.21051 1.07045 0.33
N 1.41586 -0.34644 1.39654 -0.46
C -0.19283 -0.42860 -0.37492 0.66
O -0.09140 -1.71924 -0.92890 -0.55
C -1.22440 0.52345 -0.90283 -1.30
C 0.21151 0.66036 -1.31025 0.06
O 0.81920 1.79799 -0.83127 -0.52
H 1.50202 -0.43468 2.38509 0.31
H 1.85165 -1.10051 0.84598 0.27
H -0.59013 -2.27866 -0.33341 0.38
H -1.57022 1.31561 -0.24325 0.39
H -1.93212 0.14966 -1.62694 0.30
H 0.58928 0.27249 -2.28397 0.31
H 1.63545 1.57923 -0.34809 0.35
```

Output
* structure (SMILES): [H]/N=C(/N)[C@@]1(O)C[C@H]1O
* HOMO-LUMO gap: 10.32 eV
* F_max: 2.8 eV/A
* charge: 0
* energy relative to the best compared isomer or geometry (same formula, charge and spin): 59.2 kcal/mol
* spin multiplicity: 1
* DFT total energy: -417.16159 hartree

---

Entry 6:
Density functional theory data (ωB97M-V/def2-TZVPD) for a cluster of 2 separate species, C2H5NO in total in a non-equilibrium geometry.

The geometry in XYZ format:
```
9
Properties=species:S:1:pos:R:3:mulliken_charge:R:1
C 0.40591 0.80832 0.52268 0.36
C -1.33920 -0.29516 -0.71082 -0.86
N 1.42394 -0.04542 0.56660 -0.35
O 0.15057 1.92122 0.80778 -0.38
H -0.44129 -0.83686 -1.18291 0.21
H -1.81746 -0.88469 0.11577 0.23
H -1.99303 0.18929 -1.42036 0.27
H 1.23772 -1.09339 0.37626 0.27
H 2.37285 0.23668 0.92501 0.25
```

Output
* HOMO-LUMO gap: 8.28 eV
* F_max: 4.4 eV/A
* charge: 0
* energy relative to the best compared isomer or geometry (same formula, charge and spin): 82.6 kcal/mol
* spin multiplicity: 1
* DFT total energy: -209.09067 hartree